{"formula": "C31H79F10N6O14P2", "method": "ωB97M-V with the def2-TZVPD basis set", "gap_ev": 7.44, "e_lumo_ev": -3.37, "energy_ev": -116767.1029, "total_charge": 1, "homo_ev": -10.816, "fmax_ev_per_a": 5.4, "de_lowest_kcal_mol": 157.6, "species": ["C", "C", "C", "C", "C", "C", "C", "N", "C", "N", "C", "C", "C", "C", "F", "F", "C", "F", "F", "C", "F", "F", "C", "F", "F", "F", "C", "P", "N", "C", "O", "N", "C", "O", "F", "C", "P", "N", "N", "H", "H", "H", "H", "H", "H", "H", "H", "H", "H", "H", "H", "H", "H", "H", "H", "H", "H", "H", "H", "H", "H", "H", "H", "H", "H", "H", "H", "H", "H", "H", "C", "O", "H", "H", "H", "H", "C", "O", "H", "H", "H", "H", "C", "O", "H", "H", "H", "H", "C", "O", "H", "H", "H", "H", "C", "O", "H", "H", "H", "H", "C", "O", "H", "H", "H", "H", "C", "O", "H", "H", "H", "H", "C", "O", "H", "H", "H", "H", "C", "O", "H", "H", "H", "H", "C", "O", "H", "H", "H", "H", "C", "O", "H", "H", "H", "H", "C", "O", "H", "H", "H", "H"], "xyz": [[5.18658, 4.59962, -0.33499], [4.63661, 4.17418, -1.79974], [4.24265, 2.61189, -1.70968], [4.83598, 1.71320, -2.91152], [4.63845, 0.12546, -2.70152], [3.40313, -0.24796, -1.72089], [3.22522, -1.85781, -1.60606], [1.81241, -2.30134, -1.45188], [1.09622, -2.20418, -0.31643], [1.73017, -1.63514, 0.86105], [0.77514, -1.21374, 1.93728], [0.65620, 0.39025, 1.88456], [0.22310, 0.99612, 0.46317], [0.57402, 2.57921, 0.36045], [1.98089, 2.74368, 0.44823], [-0.03496, 3.20648, 1.50817], [0.09353, 3.20866, -1.03297], [0.98518, 4.30722, -1.30803], [0.28350, 2.30869, -2.13998], [-1.38189, 3.83873, -1.02880], [-1.49503, 4.98698, -0.19032], [-1.59879, 4.33387, -2.36330], [-2.57148, 2.79867, -0.75320], [-3.76530, 3.40303, -1.26774], [-2.42022, 1.58891, -1.48150], [-2.81050, 2.60189, 0.62823], [-0.61237, -2.00677, 1.96395], [-0.17860, -3.80179, 2.54816], [0.50121, -3.85444, 3.99690], [-1.70446, -1.44590, 2.99664], [-2.04862, -2.20596, 3.94994], [-2.38779, -0.14600, 2.91378], [-2.29250, 0.63715, 4.14464], [-1.91595, 1.83473, 4.02931], [-2.62996, 0.19110, 5.43287], [-1.24647, -2.06783, 0.48607], [-2.87182, -3.08783, 0.37508], [-4.11626, -2.38628, 1.09513], [-0.26477, -2.76028, -0.40538], [5.69116, 3.73201, 0.22013], [5.95466, 5.45490, -0.40393], [4.35582, 4.98879, 0.36105], [5.36202, 4.43014, -2.64479], [3.66110, 4.75215, -1.97749], [3.09386, 2.53914, -1.79691], [4.52700, 2.16147, -0.68914], [5.94504, 1.99044, -3.09442], [4.28767, 2.03308, -3.87488], [4.41861, -0.37640, -3.71923], [5.57575, -0.30996, -2.19649], [3.71040, 0.13630, -0.67068], [2.44234, 0.30152, -2.01071], [3.79508, -2.17414, -0.64851], [3.78769, -2.32684, -2.48052], [1.36697, -2.72253, -2.29174], [2.29755, -0.79906, 0.65436], [1.30014, -1.45176, 2.94292], [1.72220, 0.79658, 2.09701], [-0.01432, 0.85222, 2.68322], [-0.92995, 0.95605, 0.42611], [0.72146, 0.51405, -0.44394], [0.76974, -4.37428, 1.60608], [-1.36913, -4.63057, 2.63397], [0.55092, -2.89893, 4.37911], [-2.04620, 0.44693, 2.14518], [-1.49841, -1.05822, 0.01799], [-2.57804, -4.41003, 0.83679], [-3.23275, -3.22522, -1.02585], [-4.82213, -2.21208, 0.33869], [-0.27662, -3.78844, -0.31137], [-6.50942, 0.68016, -0.27316], [-5.65467, -0.45457, -0.31277], [-7.26098, 0.58266, -1.05681], [-7.00560, 0.73358, 0.69879], [-5.92508, 1.58802, -0.44394], [-4.99856, -0.34402, 0.39006], [-1.57921, -6.53963, -2.21839], [-0.76180, -5.53480, -1.63117], [-1.05193, -7.49291, -2.17266], [-2.51901, -6.61906, -1.66648], [-1.77993, -6.28764, -3.26194], [-1.25033, -4.70374, -1.68496], [4.98479, -5.00769, -3.33827], [5.78576, -3.84154, -3.20816], [4.01967, -4.72654, -3.76199], [5.47691, -5.72064, -4.00358], [4.82988, -5.46059, -2.35538], [6.63148, -4.11801, -2.83233], [0.96566, -7.87392, 0.60708], [-0.28844, -7.27175, 0.89408], [1.75924, -7.24250, 1.00796], [1.01716, -8.85944, 1.07549], [1.09046, -7.96806, -0.47495], [-0.97160, -7.84880, 0.52982], [4.40401, 5.02941, 3.43090], [5.12682, 4.08987, 2.64792], [3.68546, 5.54271, 2.79143], [3.87004, 4.50860, 4.23037], [5.09486, 5.76013, 3.85718], [5.75433, 3.65112, 3.23659], [8.35171, 1.34761, -0.92138], [7.47952, 0.27498, -0.59007], [7.75601, 2.18717, -1.28104], [8.91092, 1.65520, -0.03464], [9.04254, 1.03182, -1.70702], [8.03025, -0.45322, -0.27527], [-6.31298, -4.84371, -0.28359], [-4.89506, -4.92277, -0.16602], [-6.56264, -4.10606, -1.04706], [-6.71192, -5.81506, -0.57599], [-6.74338, -4.53539, 0.67163], [-4.70214, -5.58068, 0.51445], [-10.22733, -6.48804, -0.21228], [-8.81265, -6.57124, -0.09366], [-10.47444, -5.75099, -0.97538], [-10.62879, -7.46019, -0.50594], [-10.65849, -6.17808, 0.74344], [-8.62248, -7.22962, 0.58691], [6.74701, 8.48237, 2.63067], [5.68966, 7.82448, 1.94781], [7.62775, 7.83906, 2.62069], [6.97988, 9.42266, 2.12668], [6.45186, 8.67568, 3.66525], [4.92527, 8.41470, 1.97208], [4.73510, 11.79749, 0.75469], [5.46258, 11.55419, 1.95039], [4.60703, 10.85426, 0.22259], [3.75334, 12.21130, 0.99804], [5.28800, 12.49653, 0.12242], [5.56210, 12.40244, 2.40108], [-12.62746, -5.95957, -3.04720], [-11.48464, -6.80241, -3.07809], [-12.91299, -5.79181, -2.00816], [-12.39169, -5.00102, -3.51639], [-13.45444, -6.43994, -3.57583], [-11.25341, -6.93472, -4.00628], [-4.45616, 5.75240, 1.46162], [-4.18345, 6.50202, 0.28754], [-4.95735, 6.39820, 2.18278], [-5.10779, 4.90891, 1.21781], [-3.51963, 5.38790, 1.89270], [-3.74125, 5.90897, -0.33240]], "atomic_forces_ev_per_a": [[0.401, 0.704, -0.095], [-0.599, -0.309, 1.406], [-0.409, -0.335, -0.861], [-0.272, 0.498, -0.133], [-0.364, -0.041, 0.291], [0.601, 0.266, 0.583], [1.750, 1.086, 0.911], [-0.372, -0.115, 0.680], [0.917, -0.289, -0.642], [-3.409, -0.571, -2.437], [-0.265, 1.035, 1.988], [1.023, 0.784, -0.423], [-0.524, 1.098, 0.449], [0.694, -1.612, 1.460], [-2.941, -0.165, -0.026], [1.348, -0.866, -2.903], [2.078, 1.970, -1.007], [-2.259, -2.402, 0.624], [-0.806, 1.784, 2.945], [-0.358, 1.911, -1.756], [0.389, -3.311, -1.725], [0.525, -1.398, 3.041], [-3.056, 0.467, -0.512], [2.985, -1.556, 1.430], [-0.049, 2.832, 2.378], [0.980, -0.127, -3.448], [-0.785, 0.419, -1.434], [0.874, -0.404, 3.433], [-0.166, 1.143, -1.593], [-1.872, -2.638, 3.632], [1.554, 2.921, -3.870], [1.982, -1.334, 1.699], [1.065, 5.056, 0.350], [-1.634, -5.067, 0.591], [0.637, 0.001, -3.883], [0.292, -0.641, -0.030], [-2.974, 1.222, -0.184], [1.204, 0.049, -0.959], [2.193, 1.592, 1.009], [-0.743, 1.257, -0.986], [-1.182, -1.255, 0.088], [1.172, -0.752, -1.223], [-0.896, -0.579, 1.234], [1.543, -0.709, 0.044], [1.749, 0.045, 0.246], [-0.237, 0.828, -1.547], [-1.722, -0.710, 0.425], [0.792, -0.500, 1.438], [0.633, 0.690, 1.610], [-1.343, 0.545, -1.003], [-0.643, -0.480, -1.621], [1.195, -0.948, 0.175], [-0.948, 0.286, -1.594], [-1.330, 0.241, 1.066], [0.135, 0.453, 1.168], [0.156, -0.856, -0.297], [-0.864, 0.326, -1.637], [-1.642, -0.686, -0.209], [0.985, -0.849, -0.943], [1.853, -0.068, -0.465], [-0.882, 0.508, 1.231], [-1.180, 0.343, -0.091], [0.671, 0.688, -0.994], [-0.036, -0.769, 0.239], [-0.376, -0.116, 0.712], [0.290, -1.288, 0.771], [0.539, 0.583, -0.345], [1.278, -0.130, 0.654], [0.646, -0.358, 1.071], [0.371, 0.486, -0.105], [0.060, 0.001, 0.125], [0.239, 0.111, -0.062], [0.122, -0.049, 0.063], [-0.108, 0.158, -0.077], [-0.192, 0.128, -0.016], [-0.155, -0.178, -0.068], [-0.248, 0.014, -0.001], [0.270, 0.638, 0.190], [0.057, 0.168, 0.025], [-0.059, -0.125, -0.133], [-0.083, -0.193, 0.013], [-0.069, -0.248, -0.324], [0.301, -0.074, 0.117], [0.016, 0.172, 0.130], [0.118, 0.048, -0.010], [-0.226, -0.126, 0.011], [-0.145, -0.177, -0.086], [-0.156, 0.185, -0.134], [-0.189, -0.165, -0.093], [-0.256, 0.134, 0.091], [-0.141, -0.017, 0.011], [0.231, 0.007, -0.062], [0.215, -0.060, 0.013], [0.119, 0.180, 0.162], [0.208, -0.111, 0.233], [0.110, -0.329, 0.083], [0.143, -0.077, -0.019], [-0.126, 0.171, 0.067], [-0.222, 0.142, 0.018], [-0.117, 0.123, -0.190], [0.184, -0.111, 0.051], [-0.194, -0.304, 0.070], [-0.027, -0.131, 0.074], [0.070, 0.174, -0.125], [0.071, 0.209, -0.009], [-0.186, 0.165, -0.058], [-0.190, -0.187, 0.136], [0.667, -0.419, -0.099], [0.136, -0.045, 0.067], [-0.141, 0.220, -0.004], [-0.143, 0.012, -0.122], [-0.134, 0.155, -0.155], [-0.085, -0.166, 0.247], [0.210, -0.095, 0.137], [0.157, -0.144, 0.051], [-0.208, 0.159, -0.077], [-0.161, 0.012, -0.056], [-0.023, 0.164, -0.185], [-0.108, 0.207, -0.052], [-0.279, -0.135, -0.120], [-0.161, -0.054, -0.049], [0.137, 0.029, 0.215], [0.217, 0.110, 0.049], [0.210, -0.116, -0.035], [0.032, 0.246, 0.132], [0.064, -0.013, 0.177], [0.076, 0.051, 0.109], [-0.062, -0.011, -0.227], [-0.162, -0.044, -0.174], [0.028, -0.269, -0.034], [0.083, -0.072, -0.276], [0.150, -0.103, -0.148], [0.090, -0.076, -0.073], [-0.216, 0.092, 0.064], [-0.147, 0.181, 0.086], [-0.003, -0.034, 0.265], [0.148, -0.098, -0.254], [0.036, 0.022, -0.143], [0.064, -0.010, -0.141], [-0.047, -0.074, 0.230], [-0.096, -0.090, 0.215], [-0.134, 0.264, 0.081]], "mulliken_charge": [-0.904, -0.310, 0.576, -0.921, -0.723, 0.454, -0.823, 0.201, -0.113, -0.022, 0.206, -1.640, 1.111, 0.652, -0.090, -0.280, 0.581, -0.309, -0.312, 0.589, -0.232, -0.292, 0.556, -0.253, -0.196, -0.198, 0.808, 1.014, -0.896, -0.593, -0.504, 0.311, 0.530, -0.443, -0.208, -0.211, 0.351, -0.724, -0.077, 0.196, 0.378, 0.058, 0.394, 0.156, -0.593, 0.200, 0.342, 0.300, 0.417, 0.188, 0.145, -0.044, 0.276, 0.142, 0.368, 0.117, 0.204, 0.494, 0.401, -0.841, -0.043, 0.009, 0.137, 0.260, 0.033, -0.008, -0.136, 0.157, 0.317, 0.310, -0.469, -0.464, 0.240, 0.300, 0.072, 0.220, -0.741, -0.338, 0.209, 0.284, 0.339, 0.231, -0.575, -0.482, 0.207, 0.325, 0.262, 0.295, -0.631, -0.397, 0.229, 0.315, 0.253, 0.249, -0.527, -0.383, 0.177, 0.299, 0.247, 0.233, -0.519, -0.455, 0.131, 0.292, 0.298, 0.264, -0.741, -0.374, 0.288, 0.301, 0.307, 0.221, -0.496, -0.460, 0.114, 0.241, 0.326, 0.266, -0.583, -0.448, 0.266, 0.224, 0.261, 0.262, -0.526, -0.476, 0.202, 0.271, 0.269, 0.279, -0.543, -0.485, 0.207, 0.269, 0.289, 0.279, -0.432, -0.559, 0.307, 0.192, 0.183, 0.308]}